# 1
{
  "formula": "C64H156B5F20N8O6",
  "method": "ωB97M-V with the def2-TZVPD basis set",
  "species": ["C", "C", "C", "N", "C", "C", "C", "C", "C", "H", "H", "H", "H", "H", "H", "H", "H", "H", "H", "H", "H", "H", "H", "H", "H", "H", "H", "C", "C", "C", "N", "C", "C", "C", "C", "C", "H", "H", "H", "H", "H", "H", "H", "H", "H", "H", "H", "H", "H", "H", "H", "H", "H", "H", "C", "C", "N", "C", "C", "C", "C", "C", "O", "C", "H", "H", "H", "H", "H", "H", "H", "H", "H", "H", "H", "H", "H", "H", "H", "H", "H", "H", "H", "H", "C", "C", "N", "C", "C", "C", "C", "C", "O", "C", "H", "H", "H", "H", "H", "H", "H", "H", "H", "H", "H", "H", "H", "H", "H", "H", "H", "H", "H", "H", "C", "C", "N", "C", "C", "C", "C", "C", "O", "C", "H", "H", "H", "H", "H", "H", "H", "H", "H", "H", "H", "H", "H", "H", "H", "H", "H", "H", "H", "H", "C", "C", "N", "C", "C", "C", "C", "C", "O", "C", "H", "H", "H", "H", "H", "H", "H", "H", "H", "H", "H", "H", "H", "H", "H", "H", "H", "H", "H", "H", "C", "C", "N", "C", "C", "C", "C", "C", "O", "C", "H", "H", "H", "H", "H", "H", "H", "H", "H", "H", "H", "H", "H", "H", "H", "H", "H", "H", "H", "H", "C", "C", "N", "C", "C", "C", "C", "C", "O", "C", "H", "H", "H", "H", "H", "H", "H", "H", "H", "H", "H", "H", "H", "H", "H", "H", "H", "H", "H", "H", "B", "F", "F", "F", "F", "B", "F", "F", "F", "F", "B", "F", "F", "F", "F", "B", "F", "F", "F", "F", "B", "F", "F", "F", "F"],
  "positions_angstrom": [[-6.1355, 6.2452, 1.8735], [-6.6566, 5.4183, 0.6808], [-5.6200, 4.5012, 0.1629], [-5.9774, 3.7701, -1.1479], [-7.2447, 2.9925, -0.9193], [-6.1880, 4.7288, -2.3000], [-6.0685, 3.8521, -3.5672], [-4.9906, 2.7918, -3.0660], [-4.8193, 2.9641, -1.5922], [-6.9684, 6.8558, 2.2103], [-5.3939, 6.9928, 1.6858], [-5.7493, 5.7188, 2.7488], [-7.0613, 6.1543, -0.0135], [-7.5134, 4.8238, 1.0730], [-5.4407, 3.7201, 0.8902], [-4.7239, 5.0375, -0.1419], [-7.4817, 2.5221, -1.8622], [-8.0654, 3.6086, -0.5983], [-7.0176, 2.1497, -0.2923], [-7.1146, 5.2339, -2.0195], [-5.3552, 5.3880, -2.2555], [-7.0522, 3.4500, -3.8649], [-5.5721, 4.4443, -4.3811], [-5.2609, 1.7869, -3.2935], [-4.0174, 2.9420, -3.5522], [-4.9641, 2.0743, -1.0121], [-3.9009, 3.4544, -1.4144], [1.8841, 6.7600, 0.3224], [2.8081, 6.8135, -0.8834], [2.1382, 5.8461, -1.9504], [2.4316, 6.0813, -3.4506], [1.8094, 7.3331, -3.9630], [1.9623, 4.7967, -4.2761], [3.1034, 3.7672, -3.9181], [4.3169, 4.6527, -3.6214], [3.8676, 6.1044, -3.7968], [1.9622, 7.6645, 0.9374], [2.1436, 5.9076, 0.9379], [0.8307, 6.6576, 0.0788], [3.9085, 6.6258, -0.7207], [2.8019, 7.8062, -1.2830], [1.0961, 6.0204, -1.9268], [2.3697, 4.8082, -1.7746], [0.7707, 7.5181, -3.6643], [1.9509, 7.4451, -5.0635], [2.4531, 8.1576, -3.5901], [1.7973, 4.9773, -5.3416], [1.0046, 4.4413, -3.9430], [3.2829, 3.1200, -4.8001], [2.8460, 3.2056, -3.0371], [5.1501, 4.3678, -4.2739], [4.8205, 4.4651, -2.6486], [3.9781, 6.3556, -4.8260], [4.3900, 6.7787, -3.1200], [-3.2388, -0.9987, -4.2526], [-3.9350, -1.6036, -2.9650], [-5.1351, -2.5089, -3.2279], [-5.6216, -2.9653, -1.8751], [-6.3095, -1.5876, -3.7552], [-7.6098, -2.2652, -3.8444], [-4.8757, -3.6664, -4.1979], [-3.7005, -4.5821, -3.7970], [-4.0947, -5.2285, -2.6589], [-3.0572, -6.1499, -2.2502], [-2.3218, -0.5202, -3.8976], [-3.8383, -0.2267, -4.7144], [-2.8829, -1.7033, -5.0124], [-4.2586, -0.8043, -2.2978], [-3.2086, -2.2757, -2.4212], [-4.7878, -3.4216, -1.2895], [-6.4229, -3.7172, -2.0454], [-6.0645, -2.0345, -1.4785], [-5.9217, -1.0901, -4.6599], [-6.2755, -0.8317, -2.9218], [-7.7293, -2.9977, -4.6509], [-8.3578, -1.4503, -3.9560], [-7.9287, -2.7008, -2.8923], [-4.7944, -3.2570, -5.2345], [-5.7977, -4.2249, -4.1523], [-2.7782, -3.8966, -3.7613], [-3.5180, -5.2661, -4.5955], [-2.5804, -6.5889, -3.1996], [-3.5334, -6.9960, -1.7264], [-2.3607, -5.6784, -1.5138], [-4.6390, -5.0636, 3.6433], [-3.9766, -3.7644, 3.8428], [-4.7565, -2.6615, 4.5436], [-5.6878, -2.1261, 3.5208], [-5.5724, -3.1209, 5.7372], [-4.8069, -3.6105, 6.9218], [-3.6733, -1.5592, 4.8655], [-3.9809, -0.1553, 5.2729], [-2.6861, 0.3207, 5.4890], [-2.5092, 1.7062, 5.7872], [-5.4710, -4.9075, 2.9760], [-5.0771, -5.4703, 4.5478], [-3.9544, -5.7265, 3.1508], [-3.5620, -3.4442, 2.8817], [-3.0639, -3.9510, 4.5318], [-6.0400, -1.1860, 3.9392], [-6.4259, -2.8816, 3.2485], [-5.1424, -1.7975, 2.6402], [-6.2041, -3.9381, 5.3930], [-6.2759, -2.2958, 5.8557], [-5.5171, -3.8377, 7.6573], [-4.2028, -2.7243, 7.2373], [-4.2030, -4.4691, 6.7656], [-3.2194, -1.4996, 3.8817], [-2.9960, -1.9897, 5.5806], [-4.5805, -0.0270, 6.2173], [-4.5647, 0.3836, 4.4847], [-2.9497, 2.0020, 6.7531], [-2.8803, 2.3841, 5.0391], [-1.4230, 1.8823, 5.8711], [0.1208, -5.2438, -2.9942], [1.4771, -4.7634, -3.5150], [2.0028, -3.4590, -2.8534], [2.1662, -3.7051, -1.3482], [3.3601, -3.0260, -3.4334], [4.3992, -4.1633, -3.4541], [1.0839, -2.2525, -2.7553], [0.7174, -1.5499, -4.0461], [-0.1871, -2.3522, -4.9028], [-0.3716, -1.6893, -6.1663], [0.1425, -5.6333, -1.9630], [-0.1829, -5.9278, -3.7541], [-0.5181, -4.3759, -3.0774], [1.4577, -4.5949, -4.6041], [2.2011, -5.5319, -3.2585], [2.4796, -2.7273, -0.9691], [2.8569, -4.4879, -1.2687], [1.2279, -3.8609, -0.9152], [3.7323, -2.2699, -2.7117], [3.1207, -2.5940, -4.4260], [5.3951, -3.6889, -3.5213], [4.2524, -4.8575, -4.2697], [4.5145, -4.7239, -2.4734], [1.6279, -1.5296, -2.1809], [0.1252, -2.5003, -2.2402], [1.6061, -1.1398, -4.6006], [0.1500, -0.6114, -3.9098], [-1.1488, -2.2420, -6.8536], [0.5623, -1.5597, -6.6996], [-0.8198, -0.6590, -6.0119], [-3.0473, 2.6317, 1.7653], [-1.5574, 2.7859, 1.6669], [-0.6467, 1.4983, 1.4816], [-0.7009, 0.7826, 2.7286], [-1.1436, 0.5307, 0.4941], [-1.1232, 0.9707, -0.9453], [0.7601, 1.8667, 1.1673], [1.3641, 2.8832, 2.0794], [1.5158, 2.4435, 3.4303], [2.8083, 1.7784, 3.6162], [-3.3795, 2.0726, 2.6261], [-3.4927, 2.0922, 0.9117], [-3.4260, 3.6190, 1.9125], [-1.2423, 3.2492, 2.5642], [-1.2597, 3.4559, 0.8280], [-0.5976, 1.4218, 3.6156], [-0.0122, 0.0046, 2.8285], [-1.7019, 0.2687, 2.8089], [-2.0982, 0.1610, 0.8628], [-0.5329, -0.3484, 0.6646], [-0.2060, 0.8121, -1.4294], [-1.4063, 2.0357, -1.0761], [-1.8436, 0.3076, -1.4647], [0.8099, 2.3244, 0.1929], [1.3226, 0.8881, 1.1968], [0.8156, 3.8637, 2.0068], [2.3764, 3.1575, 1.6851], [3.6098, 2.5015, 3.5023], [2.8531, 0.9718, 2.9016], [2.8026, 1.4962, 4.6798], [3.2983, -5.7261, 1.4301], [2.3785, -4.9965, 2.3823], [2.8910, -3.7517, 3.0578], [3.2622, -2.7606, 2.0119], [1.7612, -3.0900, 3.8875], [2.0933, -1.7519, 4.5199], [4.1024, -4.0563, 3.9621], [3.8343, -4.7659, 5.3105], [3.0586, -4.1006, 6.3066], [3.8265, -3.2417, 7.1440], [4.0544, -6.3809, 1.8057], [3.6558, -5.1333, 0.6665], [2.5481, -6.3183, 0.8573], [1.9258, -5.6778, 3.1055], [1.4979, -4.6734, 1.7861], [2.4486, -2.5479, 1.3199], [4.2102, -3.1135, 1.6058], [3.5240, -1.8320, 2.5599], [1.4583, -3.7757, 4.6997], [0.8950, -2.9664, 3.2396], [3.0521, -1.9003, 5.0096], [1.2980, -1.4896, 5.1963], [2.1869, -0.8730, 3.9235], [4.5595, -3.0703, 4.0480], [4.9069, -4.5179, 3.3917], [4.8210, -5.1514, 5.6975], [3.2642, -5.6755, 4.9789], [4.5261, -3.8064, 7.7458], [3.1743, -2.8381, 7.9065], [4.2771, -2.4186, 6.5532], [7.8738, -1.8840, -0.6558], [7.5256, -0.5180, -0.1519], [8.4937, 0.5571, -0.1817], [9.6410, 0.0014, 0.5549], [8.9757, 0.9683, -1.5305], [7.9206, 1.5097, -2.5160], [7.9988, 1.6638, 0.6553], [6.5207, 2.1698, 0.4627], [6.6081, 3.4759, -0.0734], [5.4129, 4.1895, 0.0536], [8.5451, -2.4242, 0.0182], [8.2913, -1.7539, -1.6650], [6.9540, -2.4231, -0.7537], [7.2553, -0.6147, 0.8751], [6.7036, -0.2608, -0.7842], [9.3561, -0.4453, 1.4601], [10.2971, 0.8701, 0.7606], [10.0747, -0.7218, -0.0825], [9.5113, 0.0467, -1.8834], [9.8071, 1.6556, -1.4048], [7.8411, 2.5902, -2.3327], [6.9874, 1.0396, -2.4369], [8.3565, 1.3030, -3.4872], [8.6253, 2.5300, 0.4750], [8.0699, 1.2992, 1.6679], [6.1938, 2.3473, 1.4573], [5.8507, 1.5567, -0.1726], [5.6874, 5.2720, -0.0595], [5.0019, 4.0527, 1.1334], [4.6563, 3.8226, -0.6341], [3.3244, 0.5138, -1.2709], [2.6789, 0.7376, -2.4894], [3.4950, 1.7741, -0.6229], [2.3633, -0.2903, -0.5642], [4.4895, -0.1874, -1.5055], [5.7850, -0.4926, 2.8125], [4.9585, 0.2885, 1.8919], [6.1172, -1.7226, 2.3099], [6.9226, 0.2126, 3.2025], [4.9960, -0.7786, 3.9620], [-2.0221, 4.8600, -2.5577], [-3.2027, 5.2299, -3.2409], [-2.2824, 4.6592, -1.1384], [-1.5418, 3.6700, -3.1419], [-1.0530, 5.8956, -2.7302], [-5.9927, -0.1037, 0.6852], [-6.7559, -1.1515, 1.2080], [-4.6245, -0.4757, 0.9813], [-6.1927, -0.0030, -0.7265], [-6.2439, 1.0875, 1.2769], [-0.9964, -3.0805, 0.6301], [-1.5556, -3.2303, -0.6567], [0.2661, -2.3186, 0.5273], [-1.8218, -2.3642, 1.4971], [-0.6544, -4.3425, 1.1919]],
  "mulliken_charge": [-1.582, -0.389, 0.260, 0.810, -0.903, -0.709, -1.114, 0.085, 1.236, 0.444, 0.417, 0.352, 0.232, 0.336, -0.149, 0.205, 0.425, 0.398, 0.126, 0.510, 0.454, 0.395, 0.386, 0.060, 0.307, -0.713, -0.699, -1.293, -0.176, -0.013, 0.375, -0.944, -0.421, 0.051, 0.137, -0.986, 0.413, 0.134, 0.393, -0.004, 0.501, 0.330, -0.110, 0.130, 0.436, 0.431, 0.388, 0.071, 0.538, -0.305, 0.482, -0.393, 0.476, 0.483, -0.953, 1.310, 0.839, -1.156, 0.490, -1.512, -1.098, 0.015, -0.407, -0.284, 0.022, 0.411, 0.225, -0.219, -0.798, 0.140, 0.406, 0.636, 0.399, -0.225, 0.366, 0.458, 0.290, 0.365, 0.529, -0.271, 0.845, 0.272, 0.355, -0.156, -1.771, 0.335, 0.836, -1.013, -0.578, -1.323, -0.171, -0.405, -0.219, -0.729, 0.419, 0.324, 0.491, -0.102, 0.336, 0.505, 0.501, 0.015, 0.574, 0.452, 0.503, 0.302, 0.289, -0.436, 0.604, 0.418, 0.132, 0.359, 0.239, 0.248, -0.828, -0.803, 0.737, -0.998, 0.260, -1.524, 2.202, -1.769, -0.221, -0.939, 0.292, 0.516, -0.046, 0.463, 0.641, 0.161, 0.705, -0.445, -0.162, 0.492, 0.473, 0.428, 0.231, -0.763, -0.631, 0.525, 0.466, 0.247, 0.384, 0.334, 0.071, -0.697, 1.485, -0.568, 1.531, 0.236, 1.155, -0.688, -0.505, -0.361, -0.658, -0.747, 0.966, 0.649, 0.281, 0.108, -0.012, 0.297, -0.049, -0.578, -0.451, -0.480, -0.436, 0.499, -1.178, 0.289, -0.211, 0.423, -0.206, 0.349, -1.821, 0.575, 0.973, -0.356, -0.308, 0.032, -0.341, -1.049, -0.306, -0.557, 0.406, 0.320, 0.493, 0.702, -0.506, -0.644, 0.781, -0.653, 0.581, 0.405, -0.535, 0.742, -0.469, 0.213, 0.715, 0.463, 0.273, 0.359, 0.254, 0.155, -1.825, 0.522, 0.290, -1.164, -0.509, -0.858, -1.381, -0.491, -0.491, -0.087, 0.394, 0.396, 0.421, 0.234, -0.231, 0.373, 0.417, 0.523, 0.536, 0.548, 0.294, -0.038, 0.458, 0.586, 0.551, 0.825, 0.151, 0.253, 0.201, -0.169, -0.083, -0.343, -0.173, 0.349, -0.139, -0.225, 0.271, -0.384, -0.349, -0.267, -0.042, -0.221, -0.356, -0.292, -0.211, 0.081, -0.350, -0.383, -0.256, -0.374, -0.143, -0.487, 0.415, 0.004, -0.339],
  "orbital_gap_ev": 10.1934,
  "e_homo_ev": -14.479,
  "total_energy_ha": -5543.29842,
  "charge": 3
}

***

# 2
{
  "formula": "C2H2N2O",
  "method": "ωB97M-V with the def2-TZVPD basis set",
  "species": ["C", "C", "N", "N", "O", "H", "H"],
  "positions_angstrom": [[-0.1782, -1.2738, -0.4905], [0.4178, 1.0211, -0.1685], [-0.3723, -2.3213, -0.9242], [-0.0142, -0.1237, 0.0731], [-1.0740, -0.3696, 2.0411], [0.3617, 1.7828, 0.5990], [0.8591, 1.2846, -1.1300]],
  "mulliken_charge": [0.549, -0.205, -0.377, -0.350, -0.165, 0.275, 0.273],
  "orbital_gap_ev": [8.7380, 8.7086],
  "e_homo_ev": [-10.532, -10.536],
  "total_energy_ha": -261.91477
}

***

What did the second record say?
{
  "formula": "C2H2N2O",
  "method": "ωB97M-V with the def2-TZVPD basis set",
  "species": ["C", "C", "N", "N", "O", "H", "H"],
  "positions_angstrom": [[-0.1782, -1.2738, -0.4905], [0.4178, 1.0211, -0.1685], [-0.3723, -2.3213, -0.9242], [-0.0142, -0.1237, 0.0731], [-1.0740, -0.3696, 2.0411], [0.3617, 1.7828, 0.5990], [0.8591, 1.2846, -1.1300]],
  "mulliken_charge": [0.549, -0.205, -0.377, -0.350, -0.165, 0.275, 0.273],
  "orbital_gap_ev": [8.7380, 8.7086],
  "e_homo_ev": [-10.532, -10.536],
  "total_energy_ha": -261.91477
}